Record 1
Density functional theory data (ωB97M-V/def2-TZVPD) for C6H10 in the gas phase.

Summary:
Kohn-Sham gap = 0.3953 Eh
SMILES = C1CC1C1CC1
energy above the lowest of the compared OMol25 structures with the same formula, charge and spin = 131.6 kJ/mol
HOMO energy = -9.4 eV
2S+1 = 1

XYZ file:
```
16
Properties=species:S:1:pos:R:3:lowdin_charge:R:1
C -1.83 0.76 0.06 -0.120
C -1.84 -0.74 0.09 -0.124
C -0.62 -0.02 -0.40 -0.295
C 0.62 -0.03 0.42 -0.290
C 1.84 -0.74 -0.10 -0.126
C 1.82 0.76 -0.06 -0.123
H -2.44 1.26 -0.69 0.096
H -1.76 1.30 1.00 0.098
H -2.44 -1.28 -0.65 0.096
H -1.77 -1.23 1.07 0.105
H -0.44 -0.03 -1.48 0.145
H 0.47 -0.06 1.50 0.145
H 2.49 -1.26 0.59 0.094
H 1.75 -1.22 -1.07 0.101
H 2.44 1.27 0.66 0.094
H 1.72 1.30 -1.01 0.102
```

***

Record 2
Density functional theory data (ωB97M-V/def2-TZVPD) for a 2-piece molecular cluster, C6H10 overall.

Summary:
Kohn-Sham gap (alpha / beta) = 0.2868 / 0.2751 Eh
energy above the lowest of the compared OMol25 structures with the same formula, charge and spin = 598.5 kJ/mol
HOMO energy (alpha / beta) = -8.4 / -8.0 eV
2S+1 = 1

XYZ file:
```
16
Properties=species:S:1:pos:R:3:lowdin_charge:R:1
C 2.15 -0.33 0.09 -0.074
C 0.77 0.03 -0.46 -0.333
C -0.36 -0.71 0.30 -0.179
C -2.74 0.37 -0.51 0.100
C -0.93 0.64 0.63 -0.222
C 0.09 1.30 0.02 0.006
H 2.16 -0.32 1.19 0.080
H 2.95 0.33 -0.26 0.074
H 2.38 -1.35 -0.23 0.081
H 0.78 -0.12 -1.55 0.135
H -1.04 -1.29 -0.30 0.072
H -0.05 -1.24 1.21 0.123
H -2.84 -0.71 -0.23 -0.044
H -2.28 0.25 -1.52 -0.036
H -1.49 0.84 1.53 0.105
H 0.44 2.32 0.09 0.111
```

***

Record 3
Density functional theory data (ωB97M-V/def2-TZVPD) for C6H10 in the gas phase.

Summary:
Kohn-Sham gap = 0.3620 Eh
SMILES = C1CC1C1CC1
energy above the lowest of the compared OMol25 structures with the same formula, charge and spin = 261.2 kJ/mol
HOMO energy = -8.5 eV
2S+1 = 1

XYZ file:
```
16
Properties=species:S:1:pos:R:3:lowdin_charge:R:1
C 0.15 -1.83 -0.66 -0.179
C -1.07 -1.70 0.20 -0.110
C 0.22 -0.65 0.19 -0.243
C -0.03 0.71 -0.25 -0.317
C -0.08 1.89 0.68 -0.114
C 1.11 1.69 -0.21 -0.119
H 0.02 -1.60 -1.71 0.110
H 0.82 -2.67 -0.47 0.100
H -1.98 -1.33 -0.25 0.084
H -1.23 -2.49 0.95 0.090
H 0.15 -0.92 1.31 0.156
H -0.66 0.76 -1.14 0.144
H -0.78 2.69 0.45 0.098
H 0.04 1.69 1.74 0.102
H 1.24 2.35 -1.06 0.095
H 2.04 1.36 0.26 0.104
```

***

Number 1: largest force on an atom 0.011 hartree/bohr. Number 2: largest force on an atom 0.015 hartree/bohr. Number 3: largest force on an atom 0.108 hartree/bohr.